Below is a structure of composition C4H11N4 in a non-equilibrium geometry, with properties calculated with the ωB97M-V functional and the def2-TZVPD basis.

ORCA input file:
```
! wB97M-V def2-TZVPD RIJCOSX def2/J DEFGRID3
* xyz 1 1
C 0.864 0.387 0.300
C -0.223 -0.832 -0.671
C -0.961 -1.961 -1.245
C 1.790 -2.053 0.234
N 0.908 -0.978 0.005
N -0.351 0.484 -0.555
N -1.612 3.448 0.658
N -0.939 3.637 1.667
H 0.727 0.873 1.307
H 1.765 0.946 -0.189
H -0.528 -2.963 -0.790
H -0.923 -1.991 -2.310
H -1.932 -1.971 -0.904
H 2.664 -1.765 -0.390
H 1.845 -2.236 1.270
H 1.356 -2.840 -0.346
H -2.225 4.224 0.501
H -0.990 1.176 -0.766
H -1.234 4.415 2.225
*
```

## Properties
- HOMO level: -12.90 eV
- HOMO-LUMO gap: 10.114 eV

---

Below is a cluster of 4 separate species, C31H61F5N3O13P2 in total in a non-equilibrium geometry, with properties calculated with the ωB97M-V functional and the def2-TZVPD basis.

ORCA input file:
```
! wB97M-V def2-TZVPD RIJCOSX def2/J DEFGRID3
* xyz 1 1
C 3.642 4.346 4.900
C 3.506 3.771 3.847
C 3.393 2.997 2.476
C 1.967 3.284 1.838
C 0.784 3.502 2.877
C 0.325 2.197 3.664
P -1.207 1.370 2.999
O -2.104 1.091 4.178
O -0.819 -0.041 2.159
C -0.205 -0.971 3.091
C -1.245 -2.178 3.266
O -2.086 2.304 1.940
C -2.928 1.477 1.071
C -3.942 2.412 0.286
C 4.478 3.729 1.560
N 5.012 2.904 0.420
C 6.060 3.616 -0.351
F 7.327 3.468 0.198
F 5.868 4.996 -0.363
C 6.148 3.204 -1.898
F 7.101 2.240 -2.141
F 6.627 4.330 -2.559
F 4.932 2.929 -2.467
C 5.473 1.616 1.064
O 6.268 0.792 0.235
N 7.539 0.546 0.781
O 7.842 -0.567 0.649
C 4.258 0.836 1.757
N 3.193 0.425 0.870
C 3.414 -0.582 0.062
C 3.897 -0.353 -1.444
C 3.142 -2.119 0.383
P 5.115 -0.619 2.696
C 3.846 -1.160 3.958
O 6.423 0.002 3.607
O 3.671 1.636 2.815
H 4.075 4.712 5.863
H 1.604 2.466 1.134
H 1.966 4.222 1.191
H 0.939 4.403 3.548
H -0.110 3.800 2.236
H 1.162 1.441 3.623
H 0.154 2.449 4.747
H 0.069 -0.529 4.089
H 0.725 -1.369 2.592
H -1.334 -2.644 2.242
H -2.238 -1.691 3.522
H -0.904 -2.901 4.055
H -2.327 0.904 0.299
H -3.488 0.775 1.765
H -3.468 3.368 -0.062
H -4.241 1.833 -0.640
H -4.842 2.595 0.938
H 5.364 3.948 2.236
H 4.037 4.717 1.270
H 4.178 2.636 -0.156
H 6.146 1.946 1.925
H 4.780 -1.029 -1.605
H 3.075 -0.642 -2.155
H 4.208 0.721 -1.520
H 3.232 -2.351 1.479
H 2.178 -2.484 -0.075
H 3.995 -2.682 -0.117
H 2.884 -1.535 3.491
H 4.243 -1.937 4.684
H 3.539 -0.274 4.604
H 6.209 -0.206 4.545
C -4.312 6.222 -0.985
O -5.478 5.418 -1.072
C -6.246 5.445 0.131
C -7.444 6.374 0.001
O -7.034 7.732 -0.124
C -7.082 8.193 -1.467
H -3.913 6.351 -1.992
H -4.526 7.207 -0.567
H -3.558 5.718 -0.370
H -5.622 5.725 0.986
H -6.609 4.426 0.299
H -8.041 6.305 0.915
H -8.080 6.079 -0.839
H -8.121 8.380 -1.755
H -6.634 7.478 -2.160
H -6.527 9.130 -1.525
C 0.100 -7.626 -1.151
O -1.267 -7.355 -1.425
C -2.013 -7.074 -0.244
C -2.237 -5.578 -0.075
O -1.012 -4.893 0.172
C -0.513 -4.246 -0.987
H 0.648 -7.589 -2.094
H 0.532 -6.891 -0.468
H 0.201 -8.629 -0.725
H -1.522 -7.500 0.637
H -2.985 -7.562 -0.357
H -2.874 -5.416 0.800
H -2.749 -5.157 -0.946
H -1.093 -3.338 -1.181
H -0.546 -4.894 -1.865
H 0.526 -3.967 -0.798
C -3.678 -4.233 -4.324
O -2.403 -4.855 -4.302
C -2.491 -6.278 -4.213
C -2.266 -6.932 -5.568
O -3.320 -6.624 -6.476
C -2.963 -5.604 -7.397
H -3.545 -3.195 -4.634
H -4.357 -4.721 -5.027
H -4.117 -4.247 -3.320
H -3.451 -6.583 -3.784
H -1.700 -6.602 -3.532
H -2.268 -8.019 -5.436
H -1.295 -6.646 -5.986
H -2.297 -6.015 -8.162
H -2.476 -4.760 -6.903
H -3.874 -5.248 -7.879
*
```

## Properties
- HOMO level: -10.38 eV
- HOMO-LUMO gap: 6.817 eV

---

Below is the ion C2H8N3S with charge +1 in a non-equilibrium geometry, with properties calculated with the ωB97M-V functional and the def2-TZVPD basis.

ORCA input file:
```
! wB97M-V def2-TZVPD RIJCOSX def2/J DEFGRID3
* xyz 1 1
C -1.398 -0.564 -0.028
C 1.213 -0.206 0.086
N -1.309 -1.843 -0.055
N -0.178 0.335 -0.118
N -0.289 1.735 -0.204
S -2.794 0.360 0.159
H 1.935 0.640 -0.022
H 1.529 -0.449 1.190
H 1.536 -1.156 -0.377
H -0.410 -2.316 0.233
H -2.165 -2.445 -0.091
H -0.164 2.127 -1.111
H -2.034 1.462 0.080
H 0.084 2.390 0.568
*
```

## Properties
- HOMO level: -14.03 eV
- HOMO-LUMO gap: 10.272 eV

---

Below is an isolated molecule of C3H3NO3S in a non-equilibrium geometry, with properties calculated with the ωB97M-V functional and the def2-TZVPD basis.

ORCA input file:
```
! wB97M-V def2-TZVPD RIJCOSX def2/J DEFGRID3
* xyz 0 1
O 1.840 -0.387 1.705
C 0.904 -0.179 0.996
N 0.712 -1.014 -0.138
C 0.249 -0.414 -1.334
O 1.001 -0.691 -2.414
S -0.998 0.837 -1.373
C -1.311 0.902 0.380
O 0.016 0.749 1.174
H 1.539 -1.501 -0.299
H -2.077 -0.033 0.529
H -1.876 1.731 0.774
*
```

## Properties
- HOMO level: -10.47 eV
- HOMO-LUMO gap: 10.563 eV
- Structure (SMILES): O=C1NC(=O)SCO1

---

Below is a structure of composition C38H90CoN2O10 in a non-equilibrium geometry, with properties calculated with the ωB97M-V functional and the def2-TZVPD basis.

ORCA input file:
```
! wB97M-V def2-TZVPD RIJCOSX def2/J DEFGRID3
* xyz -2 4
Co 0.319 0.414 -3.549
C 0.587 4.009 -2.102
C 1.437 2.808 -2.472
O 1.128 2.292 -3.721
H -0.417 3.725 -1.770
H 0.581 4.726 -2.923
H 0.956 4.477 -1.175
H 1.276 2.033 -1.691
H 2.519 3.040 -2.440
C 1.342 0.777 -6.551
C 0.102 -0.127 -6.498
O -0.627 -0.057 -5.337
H 1.109 1.844 -6.559
H 1.912 0.541 -7.465
H 2.044 0.620 -5.728
H 0.405 -1.182 -6.667
H -0.489 0.144 -7.400
C 2.905 -1.608 -1.128
C 2.853 -1.274 -2.589
O 1.554 -1.157 -3.063
H 3.935 -1.558 -0.738
H 2.484 -2.592 -0.919
H 2.360 -0.862 -0.536
H 3.314 -2.107 -3.160
H 3.476 -0.420 -2.906
C -0.574 0.061 -0.268
C -1.768 0.322 -1.172
O -1.494 0.263 -2.530
H -0.828 -0.123 0.784
H 0.040 0.976 -0.248
H 0.108 -0.706 -0.647
H -2.195 1.320 -0.944
H -2.540 -0.453 -1.009
C 1.169 2.565 3.715
C 2.049 3.245 2.674
C 2.729 4.429 3.351
C 3.921 4.998 2.566
C 4.895 3.889 2.280
C 4.314 2.664 1.538
N 3.040 2.280 2.167
O 2.505 1.058 1.723
C 4.220 2.862 -0.003
C 5.315 1.520 1.749
C 1.151 3.720 1.513
H 0.351 3.212 4.027
H 1.716 2.211 4.594
H 0.782 1.626 3.305
H 2.033 5.255 3.528
H 3.031 4.145 4.364
H 4.392 5.748 3.205
H 3.537 5.443 1.646
H 5.387 3.539 3.191
H 5.720 4.228 1.642
H 5.155 3.313 -0.343
H 4.164 1.887 -0.488
H 3.382 3.493 -0.289
H 5.462 1.387 2.822
H 4.917 0.595 1.335
H 6.231 1.780 1.219
H 1.738 4.297 0.800
H 0.447 4.449 1.931
H 0.605 2.916 1.025
H 2.260 1.276 0.799
C 0.702 -1.617 2.657
C 1.590 -2.793 3.068
C 1.377 -3.883 2.001
C 2.528 -4.893 1.894
C 3.832 -4.101 1.790
C 4.113 -3.191 2.978
N 2.953 -2.320 3.157
O 3.105 -1.191 3.970
C 4.551 -3.899 4.278
C 5.270 -2.282 2.544
C 1.033 -3.309 4.428
H 0.558 -0.906 3.481
H -0.273 -1.920 2.287
H 1.211 -0.951 1.958
H 0.453 -4.379 2.305
H 1.200 -3.438 1.020
H 2.416 -5.585 1.061
H 2.582 -5.486 2.816
H 3.806 -3.539 0.854
H 4.663 -4.796 1.615
H 4.866 -3.086 4.934
H 3.698 -4.390 4.742
H 5.380 -4.571 4.061
H 5.023 -1.816 1.592
H 5.510 -1.563 3.331
H 6.219 -2.824 2.464
H 1.224 -2.499 5.140
H 1.570 -4.186 4.798
H -0.041 -3.495 4.454
H 3.261 -0.492 3.314
C -3.375 -5.458 -3.072
C -3.281 -3.967 -2.774
C -2.280 -3.668 -1.642
O -2.849 -3.299 -3.942
H -3.936 -6.039 -2.331
H -2.393 -5.923 -3.195
H -3.866 -5.643 -4.032
H -4.220 -3.513 -2.459
H -1.480 -4.418 -1.636
H -2.783 -3.761 -0.673
H -1.822 -2.686 -1.757
H -1.931 -3.505 -4.146
C -3.834 3.906 -2.096
C -4.691 3.476 -3.277
C -5.024 4.667 -4.150
O -3.977 2.402 -3.904
H -3.587 3.053 -1.465
H -4.406 4.624 -1.498
H -2.878 4.322 -2.423
H -5.601 2.963 -2.952
H -4.099 4.955 -4.668
H -5.387 5.559 -3.637
H -5.699 4.458 -4.985
H -3.077 2.755 -3.972
C -4.492 -0.844 3.119
C -3.807 -1.413 1.870
C -2.858 -2.571 2.137
O -4.769 -1.745 0.883
H -4.996 -1.691 3.601
H -5.152 -0.019 2.873
H -3.766 -0.524 3.870
H -3.229 -0.588 1.448
H -3.443 -3.499 2.233
H -2.307 -2.504 3.073
H -2.245 -2.743 1.253
H -5.199 -2.577 1.110
C -7.504 -0.133 -1.312
C -6.113 0.462 -1.552
C -5.677 1.313 -0.373
O -5.234 -0.662 -1.687
H -7.510 -0.847 -0.488
H -7.919 -0.619 -2.201
H -8.283 0.617 -1.109
H -6.103 0.957 -2.518
H -6.065 0.991 0.595
H -5.892 2.379 -0.502
H -4.587 1.286 -0.287
H -5.191 -1.077 -0.809
*
```

## Properties
- HOMO level (alpha / beta): -0.93 / -0.67 eV
- HOMO-LUMO gap (alpha / beta): 4.661 / 4.406 eV

---

Below is an isolated molecule of C5H9N3O in a non-equilibrium geometry, with properties calculated with the ωB97M-V functional and the def2-TZVPD basis.

ORCA input file:
```
! wB97M-V def2-TZVPD RIJCOSX def2/J DEFGRID3
* xyz 0 1
H 2.016 -1.743 -0.070
N 1.013 -1.221 0.182
C 1.069 -0.083 -0.215
N 2.362 0.598 -0.205
O 3.353 -0.550 -0.142
C -0.163 0.724 -0.258
C -0.223 1.952 0.250
C -1.431 -0.177 -0.503
C -2.144 -1.169 0.354
N -2.807 -0.013 -0.401
H 2.459 0.942 -1.167
H 3.595 -0.777 0.963
H 0.659 2.501 0.520
H -1.246 2.290 0.816
H -1.062 -0.732 -1.404
H -2.333 -2.100 -0.436
H -1.852 -1.148 1.459
H -3.265 0.707 0.256
*
```

## Properties
- HOMO level: -8.83 eV
- HOMO-LUMO gap: 9.265 eV
- Structure (SMILES): [H]/N=C(\NO)C(=C)[C@H]1CN1

---

Below is an isolated molecule of C7H15O2P in a non-equilibrium geometry, with properties calculated with the ωB97M-V functional and the def2-TZVPD basis.

ORCA input file:
```
! wB97M-V def2-TZVPD RIJCOSX def2/J DEFGRID3
* xyz 0 1
C -0.546 -2.854 -0.673
C -0.510 -2.070 0.634
C -1.823 -1.292 1.003
P 1.152 -1.203 0.766
O 0.833 -0.120 1.964
C 0.346 1.132 1.667
C 1.162 1.860 0.590
C 0.805 1.341 -0.797
C 1.421 2.080 -2.044
O 0.864 -0.126 -0.650
H 0.461 -3.392 -0.876
H -1.267 -3.666 -0.634
H -0.796 -2.178 -1.422
H -0.377 -2.939 1.500
H -2.842 -1.834 0.968
H -1.905 -0.466 0.408
H -1.637 -0.798 2.002
H 0.294 1.693 2.692
H -0.741 0.994 1.385
H 2.279 1.773 0.725
H 0.928 2.975 0.584
H -0.314 1.648 -0.940
H 0.537 2.200 -2.598
H 1.820 2.945 -1.703
H 2.167 1.482 -2.597
*
```

## Properties
- HOMO level: -8.63 eV
- HOMO-LUMO gap: 9.629 eV
- Structure (SMILES): CC(C)P1OCC[C@@H](C)O1

---

Below is a structure of composition C6H6O in a non-equilibrium geometry, with properties calculated with the ωB97M-V functional and the def2-TZVPD basis.

ORCA input file:
```
! wB97M-V def2-TZVPD RIJCOSX def2/J DEFGRID3
* xyz 0 1
C 0.319 1.122 -0.622
C -1.009 0.454 -0.809
C -0.786 -0.960 -0.480
C 0.664 -1.137 -0.035
C 1.167 0.315 0.050
C -0.341 1.871 0.446
O -1.450 1.249 0.345
H -1.420 -1.205 0.444
H -1.135 -1.585 -1.430
H 0.698 -1.597 0.991
H 1.370 -1.885 -0.595
H 2.053 0.663 0.633
H -0.130 2.694 1.063
*
```

## Properties
- HOMO level: -7.29 eV
- HOMO-LUMO gap: 7.700 eV

---

Below is a structure of composition C15H15Br9F4O12 in a non-equilibrium geometry, with properties calculated with the ωB97M-V functional and the def2-TZVPD basis.

ORCA input file:
```
! wB97M-V def2-TZVPD RIJCOSX def2/J DEFGRID3
* xyz 1 2
C -4.864 -0.020 -1.446
C -4.095 1.309 -1.042
O -4.067 2.127 -2.230
C -4.305 1.359 -3.227
O -4.148 1.599 -4.397
O -4.752 0.141 -2.853
F -2.914 0.845 -0.702
H -5.877 -0.006 -1.045
H -4.371 -0.957 -1.189
H -4.642 1.762 -0.215
C 3.528 -0.777 3.237
C 3.862 -1.192 4.736
O 4.701 -2.316 4.423
C 4.400 -2.788 3.199
O 4.805 -3.819 2.699
O 3.549 -2.011 2.519
F 2.834 -1.625 5.390
H 4.281 -0.155 2.754
H 2.574 -0.270 3.095
H 4.461 -0.440 5.252
C -1.158 4.690 -2.291
C -2.272 4.429 -1.340
O -2.230 5.625 -0.614
C -1.903 6.614 -1.451
O -1.955 7.831 -1.254
O -1.416 6.017 -2.515
F -1.945 3.387 -0.624
H -1.153 4.046 -3.171
H -0.189 4.621 -1.796
H -3.202 4.289 -1.890
C -0.254 -4.941 1.397
C 1.044 -4.243 1.136
O 1.265 -4.394 -0.242
C 0.622 -5.525 -0.636
O 0.653 -5.952 -1.773
O -0.158 -5.968 0.400
F 2.021 -4.973 1.696
H -1.166 -4.405 1.133
H -0.378 -5.326 2.409
H 1.153 -3.234 1.535
C 0.571 0.945 0.270
Br 0.890 1.919 1.942
Br 1.680 -0.694 0.273
Br 0.899 1.952 -1.385
H -0.458 0.589 0.227
C 4.469 2.321 0.348
Br 4.914 3.585 -1.155
Br 5.578 2.796 1.980
Br 4.864 0.455 -0.160
H 3.412 2.479 0.561
C -2.015 -2.344 -2.378
Br -1.382 -4.043 -3.091
Br -1.302 -0.861 -3.479
Br -1.362 -2.138 -0.553
H -3.101 -2.316 -2.469
*
```

## Properties
- HOMO level (alpha / beta): -13.01 / -12.99 eV
- HOMO-LUMO gap (alpha / beta): 8.297 / 3.339 eV

---

Below is a cluster of 2 separate species, C6H12O2 in total in a non-equilibrium geometry, with properties calculated with the ωB97M-V functional and the def2-TZVPD basis.

ORCA input file:
```
! wB97M-V def2-TZVPD RIJCOSX def2/J DEFGRID3
* xyz 0 1
C -2.182 -0.008 1.652
C -0.976 0.373 1.159
C 0.097 -0.659 1.141
C 1.188 -0.712 0.044
C 0.801 -0.375 -1.328
C -0.200 -1.484 -1.727
O -0.575 -1.556 -2.852
H -2.264 -1.040 1.781
H -3.127 0.425 1.680
H -0.795 1.248 0.498
H -0.379 -1.610 1.168
H 0.684 -0.670 2.112
H 1.767 0.171 0.245
H 1.778 -1.692 -0.101
H 1.530 -0.260 -2.134
H 0.228 0.763 -1.295
H -0.578 -1.918 -0.932
O 1.033 3.267 -0.692
H 0.223 3.053 -0.072
H 1.745 2.684 -0.346
*
```

## Properties
- HOMO level: -9.48 eV
- HOMO-LUMO gap: 10.080 eV
- Structure (SMILES): C=CCCCC=O.O

---

Below is a structure of composition C2H3HgLiO2 in a non-equilibrium geometry, with properties calculated with the ωB97M-V functional and the def2-TZVPD basis.

ORCA input file:
```
! wB97M-V def2-TZVPD RIJCOSX def2/J DEFGRID3
* xyz 1 2
H -1.036 -0.129 1.560
O -1.232 0.887 1.615
C -0.324 1.091 0.677
C 0.235 -0.097 0.323
O 0.918 -0.327 -0.769
Hg -0.403 -1.078 -2.549
Li 1.851 -1.552 -2.081
H -0.429 1.991 0.087
H 0.420 -0.787 1.137
*
```

## Properties
- HOMO level (alpha / beta): -13.00 / -13.19 eV
- HOMO-LUMO gap (alpha / beta): 8.810 / 7.083 eV